Record 1
C10H13FO3 | ωB97M-V with the def2-TZVPD basis set

Values from the calculation:
Energy relative to the best compared isomer or geometry (same formula, charge and spin)   420.8 kJ/mol
HOMO-LUMO gap   8.9 eV
Total energy   -19434.92962 eV

Each line ends with the Löwdin charge.
Element x y z (Å)
1 C 0.688 2.744 -0.370  -0.06
2 O 1.321 1.984 0.781  -0.19
3 C 1.854 0.758 0.381  -0.24
4 C 3.148 0.477 0.525  -0.05
5 C 3.711 -0.765 0.229  -0.04
6 C 2.732 -1.686 -0.303  -0.08
7 C 1.340 -1.541 -0.319  -0.05
8 C 0.867 -0.303 0.076  -0.21
9 O -0.433 0.011 0.281  -0.07
10 C -1.220 -1.132 -0.071  -0.13
11 C -2.736 -0.875 0.081  -0.40
12 O -2.939 -0.883 1.436  -0.05
13 C -3.068 0.490 -0.503  -0.10
14 F -4.447 0.721 -0.115  -0.10
15 H 1.328 2.330 -1.460  0.16
16 H 0.860 3.975 0.026  0.14
17 H -0.514 2.264 -0.253  0.12
18 H 3.753 1.189 0.875  0.08
19 H 4.811 -0.998 0.452  0.13
20 H 2.938 -2.578 -0.867  0.09
21 H 0.603 -2.375 -0.301  0.12
22 H -0.959 -1.475 -1.049  0.12
23 H -0.828 -1.611 0.895  0.18
24 H -3.295 -1.698 -0.416  0.16
25 H -4.024 -0.812 1.522  0.20
26 H -2.893 0.508 -1.643  0.16
27 H -2.598 1.278 0.112  0.12

***

Record 2
C36H34F19N2O19 | ωB97M-V with the def2-TZVPD basis set

Values from the calculation:
HOMO-LUMO gap   7.5 eV
Net charge   +1
Total energy   -131379.27837 eV

Each line ends with the Löwdin charge.
Element x y z (Å)
1 C 0.331 -3.661 3.732  0.09
2 C 1.210 -2.718 3.410  -0.09
3 C 2.367 -1.595 3.168  -0.14
4 C 2.879 -1.568 1.647  -0.04
5 C 2.972 -2.948 0.830  0.10
6 C 3.537 -2.765 -0.668  0.02
7 N 3.931 -1.518 -1.256  0.09
8 N 3.814 -0.423 -0.505  -0.09
9 C 4.277 0.871 -1.185  -0.10
10 C 5.221 0.521 -2.486  -0.15
11 C 6.090 1.892 -2.758  -0.22
12 O 7.163 2.005 -1.754  -0.12
13 C 3.326 -0.241 0.854  0.00
14 C 3.190 1.149 1.653  -0.08
15 C 1.629 1.587 1.936  -0.04
16 C 0.992 2.496 0.781  -0.22
17 F 0.113 3.484 1.410  0.03
18 F 1.992 3.300 0.072  0.03
19 C 0.127 1.743 -0.346  -0.15
20 F 0.903 1.403 -1.538  0.05
21 F -0.856 2.720 -0.822  0.07
22 C -0.721 0.463 0.135  -0.16
23 F 0.197 -0.643 0.257  0.06
24 F -1.354 0.836 1.392  0.08
25 C -1.908 -0.002 -0.853  -0.14
26 F -3.089 0.761 -0.457  0.07
27 F -1.689 0.366 -2.249  0.07
28 C -2.220 -1.587 -0.865  -0.13
29 F -1.216 -2.369 -1.579  0.08
30 F -3.435 -1.745 -1.666  0.05
31 C -2.553 -2.238 0.575  -0.23
32 F -3.240 -1.375 1.484  0.11
33 F -3.471 -3.343 0.312  0.07
34 F -1.402 -2.872 1.204  0.06
35 H -0.596 -4.328 3.856  0.07
36 H 2.076 -0.577 3.611  0.11
37 H 3.271 -1.973 3.809  0.14
38 H 2.662 -3.962 1.273  0.12
39 H 3.601 -3.728 -1.314  0.13
40 H 3.404 1.493 -1.597  0.13
41 H 4.976 1.457 -0.464  0.14
42 H 4.577 0.265 -3.411  0.13
43 H 6.013 -0.290 -2.246  0.12
44 H 6.623 1.741 -3.780  0.13
45 H 5.392 2.819 -2.769  0.13
46 H 7.224 1.170 -1.224  0.09
47 H 3.629 0.949 2.719  0.15
48 H 3.814 2.019 1.226  0.12
49 H 1.015 0.671 2.255  0.11
50 H 1.695 2.265 2.887  0.15
51 C 5.306 -6.908 2.128  -0.06
52 C 6.673 -6.581 2.635  -0.32
53 O 6.719 -5.171 2.559  0.15
54 C 5.432 -4.760 2.719  -0.52
55 O 5.112 -3.629 2.982  0.14
56 O 4.548 -5.786 2.554  0.06
57 F 7.625 -7.086 1.819  0.09
58 H 5.267 -6.980 1.037  0.15
59 H 4.914 -7.832 2.555  0.15
60 H 6.859 -6.900 3.665  0.18
61 C -6.303 -2.983 -1.569  -0.08
62 C -7.313 -1.884 -1.502  -0.32
63 O -8.539 -2.558 -1.689  0.15
64 C -8.339 -3.813 -1.194  -0.52
65 O -9.222 -4.582 -0.932  0.18
66 O -7.011 -4.083 -1.025  0.08
67 F -7.145 -1.007 -2.522  0.07
68 H -6.001 -3.217 -2.595  0.15
69 H -5.410 -2.763 -0.983  0.10
70 H -7.330 -1.346 -0.549  0.18
71 C -4.807 0.893 -5.220  -0.07
72 C -3.918 -0.284 -5.459  -0.32
73 O -3.248 0.051 -6.656  0.13
74 C -3.188 1.414 -6.665  -0.52
75 O -2.463 2.051 -7.379  0.18
76 O -4.046 1.963 -5.757  0.08
77 F -4.646 -1.405 -5.674  0.07
78 H -5.758 0.819 -5.755  0.15
79 H -5.012 1.051 -4.160  0.14
80 H -3.186 -0.462 -4.666  0.17
81 C -4.727 -2.662 -8.572  -0.08
82 C -4.023 -3.931 -8.219  -0.33
83 O -4.741 -4.911 -8.937  0.14
84 C -5.227 -4.268 -10.037  -0.52
85 O -5.654 -4.825 -11.010  0.17
86 O -5.160 -2.911 -9.899  0.08
87 F -4.138 -4.199 -6.896  0.07
88 H -5.596 -2.469 -7.936  0.14
89 H -4.065 -1.794 -8.532  0.13
90 H -2.969 -3.958 -8.513  0.18
91 C 0.655 5.288 3.990  -0.07
92 C 1.073 6.697 3.731  -0.32
93 O 2.039 6.939 4.734  0.14
94 C 2.599 5.724 4.995  -0.53
95 O 3.633 5.572 5.589  0.16
96 O 1.847 4.702 4.494  0.06
97 F 0.040 7.551 3.914  0.09
98 H -0.133 5.213 4.746  0.11
99 H 0.321 4.779 3.084  0.12
100 H 1.518 6.860 2.744  0.18
101 C -0.230 7.773 8.794  -0.06
102 C 0.478 6.506 9.147  -0.32
103 O -0.245 5.522 8.435  0.15
104 C -0.738 6.161 7.339  -0.50
105 O -1.173 5.597 6.368  0.14
106 O -0.673 7.516 7.471  0.08
107 F 0.372 6.244 10.470  0.08
108 H -1.096 7.966 9.435  0.15
109 H 0.430 8.641 8.825  0.15
110 H 1.529 6.480 8.845  0.18

***

Record 3
C32H89N8O9Ti | ωB97M-V with the def2-TZVPD basis set

Values from the calculation:
HOMO-LUMO gap (spin up / spin down)   4.1 / 8.9 eV
Spin multiplicity   4
Total energy   -88082.38308 eV
Expectation value of S²   3.752

Each line ends with the Löwdin charge.
Element x y z (Å)
1 Ti -1.044 1.151 0.766  0.58
2 O -1.606 -0.204 -0.838  -0.45
3 H -1.842 -0.152 -1.785  -0.04
4 C -0.556 1.294 4.659  -0.04
5 C 0.665 1.853 3.893  -0.38
6 C 2.033 1.537 4.509  -0.21
7 O 3.128 2.129 3.852  -0.21
8 C 4.352 1.379 3.784  -0.08
9 N 0.636 1.190 2.576  -0.01
10 H -1.519 1.414 4.162  0.05
11 H -0.621 1.847 5.597  0.08
12 H -0.532 0.211 4.776  0.07
13 H 0.575 2.938 3.835  0.13
14 H 2.262 0.493 4.724  0.12
15 H 2.077 2.051 5.469  0.12
16 H 5.184 1.978 3.415  0.08
17 H 4.257 0.426 3.264  0.09
18 H 4.652 1.181 4.813  0.08
19 H 0.552 0.224 2.860  0.00
20 H 1.612 1.101 2.333  0.07
21 C 2.370 -0.046 -1.289  -0.03
22 C 1.597 -1.323 -1.691  -0.39
23 C 2.441 -2.562 -2.020  -0.22
24 O 3.524 -2.254 -2.827  -0.19
25 C 4.522 -3.277 -3.004  -0.09
26 N 0.679 -1.594 -0.574  0.05
27 H 2.825 0.207 -2.247  0.06
28 H 3.179 -0.296 -0.602  0.08
29 H 1.686 0.730 -0.944  0.06
30 H 1.124 -1.130 -2.654  0.11
31 H 1.809 -3.286 -2.535  0.12
32 H 2.863 -3.043 -1.137  0.12
33 H 5.313 -2.757 -3.543  0.09
34 H 4.202 -4.137 -3.592  0.08
35 H 5.007 -3.688 -2.118  0.08
36 H -0.131 -1.004 -0.694  -0.01
37 H 0.182 -2.460 -0.723  0.05
38 C -4.536 -0.678 1.864  -0.04
39 C -3.257 -0.654 2.718  -0.45
40 C -3.385 -1.483 3.946  -0.23
41 O -4.276 -0.844 4.848  -0.19
42 C -4.595 -1.744 5.944  -0.07
43 N -2.225 -1.171 1.890  0.05
44 H -4.501 -0.206 0.882  0.08
45 H -5.357 -0.186 2.385  0.08
46 H -4.776 -1.728 1.694  0.08
47 H -3.067 0.403 2.903  0.11
48 H -2.403 -1.514 4.418  0.11
49 H -3.667 -2.490 3.641  0.13
50 H -5.182 -1.197 6.682  0.09
51 H -3.595 -2.078 6.220  0.08
52 H -5.200 -2.563 5.556  0.08
53 H -2.407 -2.149 1.715  0.06
54 H -2.381 -0.734 0.993  0.02
55 C -2.726 -3.347 -3.321  -0.04
56 C -3.467 -3.141 -1.961  -0.42
57 C -2.667 -3.662 -0.806  -0.19
58 O -2.753 -5.082 -0.973  -0.18
59 C -2.343 -5.760 0.196  -0.10
60 N -3.742 -1.732 -1.788  0.04
61 H -2.664 -4.424 -3.478  0.07
62 H -1.704 -2.977 -3.407  0.06
63 H -3.410 -2.890 -4.035  0.07
64 H -4.432 -3.648 -1.992  0.14
65 H -3.083 -3.381 0.162  0.11
66 H -1.668 -3.254 -0.953  0.11
67 H -1.309 -5.500 0.421  0.06
68 H -2.283 -6.808 -0.096  0.09
69 H -2.967 -5.569 1.069  0.09
70 H -2.891 -1.350 -1.398  -0.01
71 H -3.859 -1.176 -2.623  0.06
72 C -0.837 -0.226 -4.399  -0.06
73 C -0.172 1.160 -4.229  -0.40
74 C -0.090 1.987 -5.481  -0.15
75 O 0.645 1.279 -6.576  -0.19
76 C 0.968 2.160 -7.681  -0.11
77 N -0.945 1.867 -3.192  0.05
78 H -0.922 -0.851 -3.509  0.04
79 H -0.222 -0.806 -5.087  0.08
80 H -1.803 -0.192 -4.901  0.09
81 H 0.780 0.928 -3.752  0.12
82 H 0.404 2.933 -5.261  0.11
83 H -1.107 2.188 -5.820  0.13
84 H 1.642 2.934 -7.314  0.07
85 H 0.139 2.679 -8.161  0.08
86 H 1.543 1.762 -8.517  0.08
87 H -0.961 1.224 -2.413  0.02
88 H -1.915 1.957 -3.461  0.09
89 C 1.170 -2.959 4.463  -0.05
90 C 1.060 -3.024 2.933  -0.38
91 C 0.055 -4.002 2.334  -0.20
92 O 0.319 -5.298 2.882  -0.20
93 C 1.463 -6.033 2.429  -0.09
94 N 0.718 -1.614 2.498  0.03
95 H 1.197 -4.005 4.769  0.07
96 H 0.361 -2.501 5.031  0.07
97 H 2.130 -2.506 4.710  0.07
98 H 2.056 -3.310 2.595  0.13
99 H 0.148 -3.951 1.249  0.10
100 H -0.967 -3.676 2.527  0.11
101 H 1.490 -6.117 1.342  0.08
102 H 1.448 -7.065 2.779  0.08
103 H 2.414 -5.622 2.768  0.08
104 H -0.248 -1.433 2.729  0.02
105 H 0.719 -1.557 1.490  0.02
106 C -0.968 4.799 -1.558  -0.06
107 C -1.097 4.016 -0.239  -0.36
108 C -2.523 3.471 -0.030  -0.21
109 O -2.679 2.770 1.176  -0.28
110 C -2.695 3.524 2.391  -0.07
111 N -0.092 2.954 -0.480  0.00
112 H -1.182 4.163 -2.417  0.06
113 H 0.053 5.175 -1.631  0.07
114 H -1.550 5.705 -1.730  0.07
115 H -0.796 4.564 0.654  0.14
116 H -2.824 2.777 -0.815  0.13
117 H -3.195 4.320 -0.156  0.13
118 H -1.697 3.647 2.809  0.08
119 H -3.270 3.082 3.204  0.09
120 H -3.131 4.506 2.206  0.09
121 H 0.769 3.478 -0.407  0.04
122 H -0.069 2.666 -1.448  0.03
123 C 3.116 3.084 -3.456  -0.05
124 C 3.549 4.363 -2.727  -0.43
125 C 3.880 4.177 -1.186  -0.10
126 O 2.688 3.906 -0.351  -0.24
127 C 2.966 3.934 0.998  -0.14
128 N 4.620 4.866 -3.565  0.02
129 H 2.658 3.251 -4.432  0.07
130 H 2.360 2.601 -2.836  0.05
131 H 3.974 2.418 -3.549  0.09
132 H 2.776 5.130 -2.672  0.12
133 H 4.149 5.134 -0.738  0.12
134 H 4.650 3.413 -1.084  0.13
135 H 2.082 3.643 1.566  0.08
136 H 3.413 4.843 1.400  0.09
137 H 3.707 3.158 1.189  0.08
138 H 4.844 5.775 -3.187  0.07
139 H 4.150 4.970 -4.453  0.07

***

Record 4
C2H7BrSi | ωB97M-V with the def2-TZVPD basis set

Values from the calculation:
Energy relative to the best compared isomer or geometry (same formula, charge and spin)   385.9 kJ/mol
HOMO-LUMO gap   8.1 eV
Total energy   -80104.35982 eV

Each line ends with the Löwdin charge.
Element x y z (Å)
1 C -1.409 -1.323 -0.270  -0.32
2 Si -0.932 -1.033 1.454  0.62
3 H -2.317 -1.185 -0.860  -0.04
4 H -0.696 -1.777 -0.843  -0.11
5 H -0.029 -2.153 2.089  -0.07
6 H -1.390 0.203 2.309  -0.08
7 C 1.299 1.443 -0.975  -0.53
8 Br 1.864 1.288 0.857  0.51
9 H 1.692 0.568 -1.432  -0.01
10 H 0.240 1.504 -1.002  -0.01
11 H 1.680 2.466 -1.327  0.05

***

> The highest total energy belongs to which entry?

C10H13FO3

***

> Which value of total energy does entry 2 give?

-131379.27837 eV

***

> Which formula does entry 3 have?

C32H89N8O9Ti

***

> total energy of number 2 (C36H34F19N2O19)?

-131379.27837 eV